--- one ---
ORCA calculation (ωB97M-V/def2-TZVPD) on C50H55AsN11O3Sr as an isolated structure.

Structure (XYZ):
```
121
Properties=species:S:1:pos:R:3:lowdin_charge:R:1
Sr 0.533 -0.473 0.013 1.4132
C -0.223 4.249 -5.852 -0.0435
C -0.001 3.055 -4.966 -0.2711
C -0.287 1.779 -5.371 -0.0012
C -0.098 0.665 -4.518 -0.1289
C -0.374 -0.645 -4.974 0.0190
N -0.255 -1.701 -4.218 0.0764
C -0.364 -3.093 -4.647 -0.1435
C -0.518 -4.028 -3.452 -0.1469
C 0.624 -3.888 -2.451 -0.1660
N 0.563 -4.951 -1.450 0.0984
C 1.532 -5.333 -0.660 0.0125
C 2.735 -4.645 -0.364 -0.1182
C 3.897 -5.397 -0.062 0.0156
C 5.089 -4.800 0.250 -0.2629
C 6.339 -5.588 0.530 -0.0464
C 5.109 -3.390 0.315 0.0319
C 4.000 -2.596 0.123 -0.1086
C 4.169 -1.146 0.267 -0.0970
N 3.282 -0.231 0.195 -0.0115
C 3.769 1.152 0.292 -0.2103
C 2.768 2.088 1.000 -0.1802
C 2.472 3.421 0.299 -0.2083
N 1.702 3.434 -0.941 0.0805
C 1.441 2.338 -1.511 -0.1351
C 0.763 2.189 -2.808 -0.1060
C 0.544 3.231 -3.673 0.0520
C 0.401 0.861 -3.193 -0.3032
O 0.516 -0.120 -2.375 -0.2227
C 2.735 -3.218 -0.179 -0.3255
O 1.660 -2.567 -0.188 -0.2134
H -0.705 3.964 -6.786 0.0797
H 0.719 4.742 -6.097 0.0859
H -0.857 4.986 -5.356 0.0744
H -0.676 1.607 -6.370 0.1264
H -0.682 -0.798 -6.006 0.1520
H 0.041 -1.458 -3.256 0.0964
H 0.534 -3.357 -5.213 0.1323
H -1.221 -3.197 -5.312 0.1316
H -0.556 -5.048 -3.841 0.1273
H -1.468 -3.836 -2.948 0.1087
H 0.586 -2.935 -1.929 0.0673
H 1.601 -3.961 -2.940 0.1498
H -0.306 -5.475 -1.409 0.1474
H 1.373 -6.307 -0.204 0.1535
H 3.843 -6.479 -0.121 0.1265
H 6.178 -6.651 0.360 0.0779
H 6.662 -5.461 1.564 0.0856
H 7.161 -5.268 -0.112 0.0839
H 6.051 -2.905 0.557 0.1288
H 5.211 -0.857 0.456 0.1279
H 3.941 1.509 -0.728 0.1229
H 4.740 1.187 0.797 0.1169
H 3.157 2.342 1.989 0.1160
H 1.830 1.564 1.208 0.0597
H 3.414 3.937 0.084 0.1255
H 1.942 4.068 1.003 0.0979
H 1.786 1.392 -1.095 0.0592
H 0.822 4.227 -3.345 0.1332
C -0.406 -1.763 3.001 -0.1795
N 0.601 -0.702 2.749 -0.1526
C 1.907 -1.207 3.223 -0.1803
N 1.882 -1.569 4.633 -0.0805
C 0.853 -2.597 4.825 -0.1614
N -0.471 -2.134 4.406 -0.0776
C -0.808 -0.936 5.181 -0.1589
N 0.181 0.132 4.997 -0.0803
C 0.235 0.465 3.580 -0.1798
C 1.490 -0.383 5.403 -0.1642
H -0.146 -2.641 2.402 0.1238
H -1.384 -1.398 2.677 0.1154
H 2.659 -0.430 3.065 0.1209
H 2.180 -2.082 2.626 0.1218
H 0.817 -2.870 5.881 0.1287
H 1.122 -3.482 4.244 0.1285
H -0.854 -1.199 6.239 0.1287
H -1.789 -0.574 4.867 0.1293
H 0.972 1.257 3.421 0.1216
H -0.739 0.830 3.248 0.1128
H 1.457 -0.644 6.462 0.1281
H 2.241 0.397 5.260 0.1271
O -0.951 1.247 0.613 -0.6379
As -2.240 2.287 0.594 1.2142
C -3.787 1.320 1.161 -0.3018
C -5.001 1.950 1.416 -0.1006
C -6.109 1.181 1.737 -0.0691
C -6.006 -0.204 1.785 -0.0565
C -4.798 -0.833 1.515 -0.0501
C -3.682 -0.067 1.205 -0.0933
C -1.889 3.789 1.719 -0.2986
C -0.875 4.665 1.334 -0.1099
C -0.527 5.715 2.170 -0.0686
C -1.183 5.883 3.383 -0.0645
C -2.180 5.000 3.770 -0.0646
C -2.533 3.945 2.940 -0.0852
C -2.572 2.898 -1.189 -0.2840
C -2.667 1.919 -2.176 -0.0826
C -2.968 2.287 -3.476 -0.0739
C -3.168 3.626 -3.791 -0.0748
C -3.071 4.598 -2.807 -0.0653
C -2.778 4.235 -1.498 -0.0802
H -5.088 3.030 1.361 0.1092
H -7.056 1.661 1.942 0.1091
H -6.876 -0.800 2.026 0.1133
H -4.732 -1.914 1.528 0.0859
H -2.739 -0.545 0.966 0.0565
H -0.349 4.519 0.395 0.0921
H 0.258 6.400 1.876 0.1109
H -0.910 6.704 4.033 0.1105
H -2.682 5.129 4.719 0.1112
H -3.306 3.250 3.247 0.1011
H -2.510 0.873 -1.926 0.1142
H -3.054 1.531 -4.245 0.1101
H -3.407 3.910 -4.807 0.1125
H -3.233 5.639 -3.053 0.1106
H -2.723 4.994 -0.728 0.1012
N -1.298 -2.183 -0.450 0.0484
C -1.912 -3.173 -0.352 -0.4062
N -2.502 -4.317 -0.379 0.0435
C -3.734 -4.365 0.125 -0.4037
N -4.807 -4.437 0.548 0.1018
```

Properties
E_LUMO = -2.87 eV
charge = +1
HOMO = -10.301 eV
frontier orbital gap = 7.432 eV


--- two ---
ORCA calculation (ωB97M-V/def2-TZVPD) on C50H55AsN11O3Sr as an isolated structure.

Structure (XYZ):
```
121
Properties=species:S:1:pos:R:3:lowdin_charge:R:1
Sr -0.528 -0.228 0.210 1.5199
C 0.428 7.319 -2.623 -0.0481
C -0.179 5.974 -2.288 -0.2644
C -1.270 5.484 -2.939 0.0048
C -1.850 4.217 -2.640 -0.1071
C -2.922 3.809 -3.436 -0.0129
N -3.502 2.638 -3.615 0.0648
C -3.006 1.318 -3.279 -0.1557
C -4.092 0.226 -3.147 -0.1348
C -5.362 0.612 -2.372 -0.1466
N -5.115 0.916 -0.951 0.0742
C -5.784 0.351 0.036 -0.0186
C -5.421 0.417 1.382 -0.1334
C -6.178 -0.240 2.386 0.0090
C -5.758 -0.327 3.677 -0.2683
C -6.578 -1.003 4.752 -0.0541
C -4.457 0.171 3.992 0.0177
C -3.660 0.795 3.083 -0.1143
C -2.242 1.062 3.360 -0.0779
N -1.380 1.141 2.429 0.0123
C 0.018 1.280 2.741 -0.1713
C 0.787 0.186 1.916 -0.3664
C 1.350 0.759 0.530 -0.4029
N 0.460 1.788 -0.026 -0.1009
C 0.789 3.000 -0.202 -0.0865
C -0.058 3.923 -0.942 -0.1052
C 0.442 5.137 -1.322 0.0221
C -1.377 3.491 -1.451 -0.3084
O -2.051 2.646 -0.878 0.0274
C -4.205 1.112 1.754 -0.3376
O -3.716 1.993 1.048 0.0275
H -0.055 7.760 -3.496 0.0771
H 1.497 7.231 -2.832 0.0794
H 0.316 8.017 -1.789 0.0839
H -1.696 6.064 -3.757 0.1252
H -3.365 4.590 -4.051 0.1421
H -4.327 2.650 -4.194 0.1501
H -2.499 1.346 -2.337 0.0774
H -2.299 1.006 -4.056 0.1349
H -3.593 -0.541 -2.585 0.0852
H -4.420 -0.120 -4.127 0.1189
H -6.051 -0.227 -2.460 0.1236
H -5.843 1.487 -2.818 0.1122
H -4.200 1.261 -0.673 0.1055
H -6.693 -0.176 -0.236 0.1440
H -7.128 -0.694 2.107 0.1274
H -7.506 -1.401 4.341 0.0763
H -6.831 -0.306 5.554 0.0800
H -6.028 -1.833 5.206 0.0793
H -4.080 0.000 5.001 0.1250
H -1.930 1.127 4.412 0.1351
H 0.286 1.115 3.789 0.1234
H 0.454 2.224 2.432 0.1210
H 0.143 -0.703 1.812 -0.0425
H 1.576 -0.073 2.595 0.0827
H 1.311 -0.065 -0.238 -0.0005
H 2.347 1.141 0.694 0.1132
H 1.780 3.349 0.106 0.1385
H 1.386 5.470 -0.891 0.1297
C 2.313 -0.410 -2.407 -0.1678
N 2.397 1.028 -2.033 -0.0909
C 2.187 1.851 -3.246 -0.1658
N 3.132 1.543 -4.311 -0.0861
C 2.983 0.124 -4.647 -0.1608
N 3.252 -0.757 -3.495 -0.0676
C 4.618 -0.466 -3.020 -0.1551
N 4.787 0.946 -2.622 -0.0742
C 3.798 1.246 -1.574 -0.1619
C 4.488 1.767 -3.807 -0.1646
H 1.290 -0.655 -2.685 0.1279
H 2.595 -1.010 -1.557 0.0734
H 2.289 2.900 -2.964 0.1229
H 1.168 1.678 -3.599 0.1272
H 3.678 -0.129 -5.447 0.1280
H 1.960 -0.052 -4.981 0.1262
H 5.325 -0.694 -3.818 0.1287
H 4.845 -1.101 -2.164 0.1024
H 3.915 2.278 -1.236 0.1267
H 3.994 0.585 -0.734 0.0979
H 5.201 1.509 -4.590 0.1271
H 4.607 2.820 -3.549 0.1269
O 0.454 -1.859 -0.388 -0.7026
As 1.634 -2.118 0.819 1.3134
C 1.952 -4.115 0.592 -0.2586
C 2.993 -4.854 1.198 -0.1069
C 2.903 -6.239 1.300 -0.0687
C 1.770 -6.906 0.847 -0.0675
C 0.723 -6.190 0.292 -0.0571
C 0.803 -4.804 0.178 -0.0911
C 3.541 -1.440 0.941 -0.2617
C 4.066 -0.550 1.895 -0.1052
C 5.434 -0.484 2.117 -0.0500
C 6.310 -1.324 1.431 -0.0465
C 5.820 -2.184 0.469 -0.0532
C 4.446 -2.242 0.218 -0.1329
C 1.112 -2.578 2.755 -0.2385
C -0.170 -2.342 3.252 -0.0989
C -0.385 -2.166 4.612 -0.0549
C 0.679 -2.228 5.499 -0.0623
C 1.951 -2.518 5.031 -0.0536
C 2.180 -2.685 3.662 -0.0826
H 3.880 -4.366 1.575 0.0887
H 3.717 -6.794 1.749 0.1086
H 1.705 -7.982 0.943 0.1110
H -0.173 -6.697 -0.041 0.1153
H -0.023 -4.256 -0.239 0.0926
H 3.449 0.124 2.454 0.0947
H 5.811 0.214 2.854 0.1161
H 7.369 -1.303 1.658 0.1178
H 6.483 -2.847 -0.073 0.1213
H 4.076 -2.914 -0.540 0.1090
H -1.003 -2.236 2.566 0.1157
H -1.386 -1.947 4.967 0.1145
H 0.520 -2.039 6.554 0.1137
H 2.788 -2.565 5.716 0.1132
H 3.194 -2.820 3.312 0.0976
N -2.629 -1.332 -0.240 -0.0224
C -3.382 -2.220 -0.208 -0.3865
N -4.310 -3.088 -0.277 0.0700
C -4.505 -4.332 0.043 -0.4226
N -4.746 -5.442 0.298 0.0787
```

Properties
E_LUMO = -3.06 eV
charge = +1
HOMO = -9.201 eV
frontier orbital gap = 6.136 eV


Q: Which of them is the most stable? A: one.


--- one ---
ORCA calculation (ωB97M-V/def2-TZVPD) on an isolated ion of composition C4H5N2O and charge +1.

Structure (XYZ):
```
12
Properties=species:S:1:pos:R:3:lowdin_charge:R:1
C 0.037 -1.746 0.024 0.2193
N -0.440 -0.623 -0.074 -0.0795
C -1.698 0.160 0.026 0.0663
C -0.986 1.291 0.013 0.1189
N 0.341 0.515 -0.165 0.0209
C 1.732 0.789 -0.015 -0.2071
O 2.604 -0.041 0.014 0.0979
H -0.743 -2.525 -0.046 0.1521
H 1.146 -1.877 0.110 0.1535
H -2.802 -0.107 -0.172 0.1740
H -1.070 2.302 0.372 0.1340
H 1.879 1.861 -0.088 0.1497
```

Properties
E_LUMO = -5.43 eV
charge = +1
HOMO = -15.040 eV
frontier orbital gap = 9.610 eV
SMILES = C=[N+]1C=CN1C=O


--- two ---
ORCA calculation (ωB97M-V/def2-TZVPD) on an isolated ion of composition C4H5N2O and charge +1.

Structure (XYZ):
```
12
Properties=species:S:1:pos:R:3:lowdin_charge:R:1
O 2.815 0.310 0.142 0.2651
C 2.167 -0.233 -0.606 -0.0881
N 0.547 -0.125 -0.381 -0.0602
C 0.009 -1.507 -0.046 0.0089
C -1.246 -1.278 -0.511 0.0610
N -0.940 0.191 -0.802 0.1348
C -0.356 0.742 0.349 -0.0946
H 2.213 -0.857 -1.550 0.1937
H 0.605 -1.999 0.642 0.1056
H -2.185 -1.855 -0.818 0.1606
H -0.772 0.453 1.383 0.1822
H -0.021 1.745 0.288 0.1309
```

Properties
E_LUMO = -5.29 eV
charge = +1
HOMO = -15.272 eV
frontier orbital gap = 9.979 eV
SMILES = O=C[N@+]12C=CN1C2


Q: Which of them is the most stable? A: one.


--- one ---
ORCA calculation (ωB97M-V/def2-TZVPD) on a 2-piece molecular cluster, C4H5N2 overall.

Structure (XYZ):
```
11
Properties=species:S:1:pos:R:3:lowdin_charge:R:1
C 1.001 -0.578 -0.783 0.1608
C 0.200 -0.957 -1.629 -0.0898
C 0.977 1.353 0.706 0.1391
C -0.436 1.112 2.747 0.1390
N 0.221 1.287 1.613 -0.0600
N -0.660 -1.113 -2.627 0.2096
H 1.671 -0.564 0.023 0.0260
H -1.438 1.553 2.556 0.1191
H -0.006 0.530 3.594 0.1275
H -0.672 -0.552 -3.394 0.0978
H -0.858 -2.070 -2.807 0.1309
```

Properties
E_LUMO (alpha / beta) = -7.92 / -5.84 eV
charge = +1
HOMO (alpha / beta) = -13.026 / -14.721 eV
frontier orbital gap (alpha / beta) = 5.105 / 8.881 eV


--- two ---
ORCA calculation (ωB97M-V/def2-TZVPD) on C4H5N2 as an isolated structure.

Structure (XYZ):
```
11
Properties=species:S:1:pos:R:3:lowdin_charge:R:1
C 0.224 0.363 0.951 0.2645
C 0.065 -0.751 1.793 0.0762
C -0.150 -1.604 0.688 -0.0297
C -0.062 1.365 -1.301 0.0202
N -0.201 -0.862 -0.452 0.1690
N -0.021 0.399 -0.345 -0.2006
H 0.281 -1.003 2.838 0.1418
H 0.000 -2.642 0.610 0.1319
H -0.461 2.368 -0.938 0.1519
H -0.692 1.090 -2.142 0.1171
H 1.016 1.277 -1.702 0.1577
```

Properties
E_LUMO (alpha / beta) = -7.98 / -7.98 eV
charge = +1
HOMO (alpha / beta) = -15.779 / -15.779 eV
frontier orbital gap (alpha / beta) = 7.798 / 7.801 eV


--- three ---
ORCA calculation (ωB97M-V/def2-TZVPD) on an isolated ion of composition C4H5N2 and charge +1.

Structure (XYZ):
```
11
Properties=species:S:1:pos:R:3:lowdin_charge:R:1
C -0.555 -1.372 1.066 0.2151
C -0.155 -0.371 0.282 -0.2446
C -0.935 0.834 -0.021 -0.0082
N -0.397 1.546 -0.933 0.1412
C 0.842 1.044 -1.126 -0.0220
N 1.026 -0.142 -0.530 0.1642
H 0.084 -2.237 1.210 0.0990
H -1.533 -1.175 1.695 0.1583
H -1.856 0.989 0.423 0.1226
H 1.647 1.604 -1.731 0.1934
H 1.831 -0.721 -0.336 0.1810
```

Properties
E_LUMO = -6.55 eV
charge = +1
HOMO = -16.103 eV
frontier orbital gap = 9.549 eV
SMILES = C=C1C=NC=[NH+]1


Q: Which of them is the most stable? A: three.